[1]
Density functional theory data (the ωB97M-V functional and the def2-TZVPD basis) for a molecular structure, C33H41AsF6N3O4PS4Sn.

Structure (XYZ):
```
94
C33H41AsF6N3O4PS4Sn (the ωB97M-V functional and the def2-TZVPD basis)
Sn 0.2653 0.9435 0.1635
S 0.6468 2.4423 1.9941
C -0.4986 1.8976 3.2339
C -1.0390 2.9032 4.0327
C -1.8428 2.5729 5.1113
C -2.1417 1.2442 5.3849
C -1.6432 0.2446 4.5670
C -0.8091 0.5647 3.4965
As -0.0991 -0.8008 2.3600
C 1.5709 -1.2896 3.1717
C 2.0617 -0.5050 4.2071
C 3.2920 -0.8174 4.7730
C 4.0222 -1.8959 4.3015
C 3.5255 -2.6809 3.2658
C 2.3046 -2.3735 2.6884
C -1.3235 -2.2455 2.6337
C -2.6824 -2.0186 2.4119
C -3.6012 -3.0267 2.6550
C -3.1659 -4.2636 3.1191
C -1.8162 -4.4859 3.3453
C -0.8885 -3.4790 3.1025
H -0.8119 3.9397 3.8137
H -2.2435 3.3602 5.7368
H -2.7566 0.9860 6.2369
H -1.8897 -0.7882 4.7738
H 1.4973 0.3388 4.5809
H 3.6775 -0.2105 5.5817
H 4.9865 -2.1257 4.7356
H 4.0924 -3.5313 2.9074
H 1.9359 -2.9784 1.8716
H -3.0348 -1.0474 2.0958
H -4.6576 -2.8467 2.4957
H -3.8845 -5.0486 3.3205
H -1.4791 -5.4426 3.7248
H 0.1579 -3.6616 3.2998
F 5.2957 -0.5309 -1.1622
C 4.7771 -0.8908 -0.0022
F 5.7235 -1.2045 0.8500
F 3.9596 -1.9194 -0.1857
S 3.7967 0.5526 0.7322
O 2.3759 0.0811 0.6790
O 4.3157 0.8351 2.0171
N 3.9881 1.7490 -0.3123
S 2.8776 1.7783 -1.3977
O 2.5168 0.5139 -1.9925
O 1.6590 2.5190 -0.9224
C 3.6118 2.7703 -2.7751
F 4.1632 3.8675 -2.3019
F 4.4894 2.0175 -3.3911
F 2.6056 3.0749 -3.5885
C -3.1005 3.8646 -3.2075
N -1.8398 4.3558 -2.6447
C -1.1666 5.4732 -3.1194
C -0.0934 5.6588 -2.3290
N -0.1400 4.6623 -1.3739
C -1.1977 3.8643 -1.5717
S -1.7436 2.5347 -0.6066
H -3.8764 4.6147 -3.0732
H -3.3870 2.9571 -2.6868
H -2.9627 3.6636 -4.2671
H -1.5245 6.0344 -3.9656
H 0.6817 6.4056 -2.3519
H 0.5452 4.4957 -0.6538
C 0.7256 -2.6923 -0.4687
C 0.2668 -2.3225 -1.8724
C -0.6775 -3.4006 -2.4139
P -0.3897 -0.6040 -2.0208
C 0.2239 -0.0223 -3.6422
C -0.0395 -1.0083 -4.7908
C -0.3089 1.3783 -3.9535
C -2.2021 -0.4734 -1.9993
C -2.7365 -0.9082 -0.6360
C -2.9905 -1.1173 -3.1484
H 1.2219 -3.6650 -0.4980
H -0.1238 -2.7805 0.2066
H 1.4413 -1.9700 -0.0728
H 1.1563 -2.2700 -2.5076
H -1.5646 -3.5051 -1.7874
H -0.1480 -4.3553 -2.3922
H -0.9914 -3.2246 -3.4411
H 1.2932 0.0359 -3.5033
H -1.0956 -1.1291 -5.0190
H 0.3891 -1.9923 -4.6069
H 0.4453 -0.6106 -5.6842
H -1.3847 1.3584 -4.1512
H 0.1857 1.7670 -4.8447
H -0.1191 2.0780 -3.1364
H -2.3431 0.6035 -2.0713
H -2.7487 -1.9934 -0.5266
H -3.7575 -0.5440 -0.5074
H -2.1476 -0.5040 0.1896
H -2.8555 -2.1933 -3.2140
H -2.7519 -0.6750 -4.1130
H -4.0508 -0.9327 -2.9623
```

- Net charge: +2
- LUMO level: -6.982 eV
- Kohn-Sham gap: 6.353 eV
- Calculated total energy: -183137.938 eV
- Spin multiplicity: 1

***

[2]
Density functional theory data (the ωB97M-V functional and the def2-TZVPD basis) for a single C4H7NO2 molecule.

Structure (XYZ):
```
14
C4H7NO2 (the ωB97M-V functional and the def2-TZVPD basis)
O -2.2795 -0.8440 -0.4041
C -1.7437 0.2338 -0.4977
C -0.2723 0.3985 -0.8038
N 0.4391 -0.8487 -1.1034
C 1.2452 -0.7285 0.1301
C 0.5849 0.6241 0.4679
O -0.2284 0.6561 1.6182
H -2.3186 1.1751 -0.3949
H -0.1611 1.1731 -1.5748
H -0.2099 -1.6321 -1.0721
H 1.0473 -1.4925 0.8897
H 2.3206 -0.6900 -0.0773
H 1.2553 1.4928 0.4295
H 0.3211 0.4823 2.3927
```

- LUMO level: 0.711 eV
- Kohn-Sham gap: 9.990 eV
- Calculated total energy: -9844.981 eV
- Spin multiplicity: 1
- Structure (SMILES): O=C[C@@H]1NC[C@@H]1O

***

Computed values of ΔE to the lowest compared entry with this formula, charge and spin (unit: kcal per mole) for the preceding records, in sequence: 0.00 53.01.